The following is a DFT calculation (wB97M-V/def2-TZVPD) of the ion C4H5O3 with charge +1 in a non-equilibrium geometry.

Properties
Relative energy (zero: lowest compared OMol25 entry of this formula, charge and spin) ... 2.5220 eV
HOMO energy ... -15.5399 eV
Electronic energy ... -10360.32976 eV
Charge ... +1

Last column: natural (NBO) charge in e.
Geometry (Å):
1 O 0.142 1.896 -0.008  -0.599
2 O -1.474 0.357 -0.019  -0.476
3 O 1.750 -0.321 0.095  -0.395
4 C -0.591 -0.591 -0.557  -0.103
5 C -1.001 1.600 0.166  0.655
6 C 2.701 0.179 -0.224  0.862
7 C 0.570 -0.957 0.423  -0.138
8 H -1.798 2.259 0.520  0.172
9 H 0.304 -0.675 1.454  0.278
10 H -0.164 -0.230 -1.502  0.224
11 H -1.195 -1.480 -0.736  0.251
12 H 0.757 -2.037 0.388  0.269

***

The following is a DFT calculation (wB97M-V/def2-TZVPD) of the ion C4H5O3 with charge +1 in a non-equilibrium geometry.

Properties
Relative energy (zero: lowest compared OMol25 entry of this formula, charge and spin) ... 3.2899 eV
HOMO energy (alpha / beta) ... -14.8029 / -14.7988 eV
Electronic energy ... -10359.56184 eV
Charge ... +1

Last column: natural (NBO) charge in e.
Geometry (Å):
1 O -0.481 -1.541 -0.302  -0.323
2 O 0.581 0.997 -0.513  -0.368
3 O 2.477 0.351 0.313  -0.545
4 C 0.743 -1.315 -0.330  0.341
5 C -1.188 -0.413 0.337  -0.169
6 C 1.273 0.005 -0.047  0.619
7 C -0.825 0.845 -0.472  -0.123
8 H -1.358 1.610 0.101  0.264
9 H -0.876 -0.111 1.412  0.236
10 H -1.006 0.701 -1.585  0.244
11 H -2.315 -0.681 0.311  0.278
12 H 2.973 -0.447 0.775  0.546

***

The following is a DFT calculation (wB97M-V/def2-TZVPD) of an isolated molecule of C4H5O3P in a non-equilibrium geometry.

Properties
Structure (SMILES) ... C=P[C@@]1(OC)OC1=O
Relative energy (zero: lowest compared OMol25 entry of this formula, charge and spin) ... 2.2145 eV
HOMO energy ... -9.8341 eV
Electronic energy ... -19656.39956 eV
Charge ... 0

Last column: natural (NBO) charge in e.
Geometry (Å):
1 P 1.197 1.140 -0.529  0.632
2 O -1.036 -0.078 0.922  -0.501
3 O -2.859 0.692 -0.370  -0.508
4 O -0.078 -1.157 -1.100  -0.510
5 C 0.767 -1.971 -0.354  -0.251
6 C -1.782 0.339 -0.087  0.785
7 C -0.338 0.016 -0.490  0.118
8 C 0.608 2.279 0.529  -0.791
9 H -0.259 1.926 1.023  0.223
10 H 1.663 -1.448 -0.232  0.175
11 H 0.820 -2.929 -0.804  0.209
12 H 0.161 -2.026 0.734  0.182
13 H 1.137 3.218 0.758  0.237

***

The following is a DFT calculation (wB97M-V/def2-TZVPD) of a structure of composition C4H5O3Sm in a non-equilibrium geometry.

Properties
Spin multiplicity ... 8
Expectation value of S² ... 15.76
HOMO energy (alpha / beta) ... -6.4036 / -7.4103 eV
Electronic energy ... -28271.21742 eV
Charge ... 0

Last column: Löwdin spin population.
Geometry (Å):
1 Sm 0.376 -1.268 1.669  6.086
2 O -0.486 0.910 1.338  0.005
3 O 0.006 0.984 -2.062  0.003
4 O 1.038 -0.168 -0.518  0.055
5 C -0.443 2.319 -2.310  0.000
6 C -1.131 0.567 0.140  0.098
7 C -1.570 -0.901 0.177  0.657
8 C 0.039 0.501 -0.839  0.036
9 H -1.418 2.310 -2.813  0.000
10 H -2.410 -1.169 -0.480  0.048
11 H 0.306 2.767 -2.967  0.000
12 H -0.500 2.889 -1.375  0.000
13 H -1.905 1.296 -0.154  0.010

***

The following is a DFT calculation (wB97M-V/def2-TZVPD) of the ion C4H5O4 with charge -1 in a non-equilibrium geometry.

Properties
Structure (SMILES) ... O=C([O-])CCC(=O)O
Relative energy (zero: lowest compared OMol25 entry of this formula, charge and spin) ... 0.2583 eV
HOMO energy ... -4.0083 eV
Electronic energy ... -12421.04346 eV
Charge ... -1

Last column: natural (NBO) charge in e.
Geometry (Å):
1 O 2.030 1.490 0.877  -0.698
2 O -2.425 0.399 -1.444  -0.794
3 O 2.260 -0.713 0.427  -0.620
4 O -2.817 -1.094 0.173  -0.784
5 C -2.080 -0.512 -0.659  0.757
6 C -0.509 -0.717 -0.650  -0.506
7 C 1.567 0.271 0.521  0.802
8 C 0.079 0.229 0.381  -0.525
9 H -0.290 -0.048 1.392  0.237
10 H 2.988 1.522 0.983  0.482
11 H -0.176 -1.744 -0.550  0.202
12 H -0.408 1.185 0.169  0.243
13 H -0.220 -0.268 -1.619  0.204

***

The following is a DFT calculation (wB97M-V/def2-TZVPD) of the ion C4H5O4 with charge -1 in a non-equilibrium geometry.

Properties
Relative energy (zero: lowest compared OMol25 entry of this formula, charge and spin) ... 4.4056 eV
HOMO energy ... -4.8971 eV
Electronic energy ... -12416.89614 eV
Charge ... -1

Last column: natural (NBO) charge in e.
Geometry (Å):
1 O 1.985 0.322 1.423  -0.654
2 O 2.251 -0.102 -0.829  -0.428
3 O -2.204 -1.088 -0.858  -0.758
4 O -2.848 0.913 -0.001  -0.737
5 C 0.542 0.140 -0.615  -0.243
6 C -2.069 -0.037 -0.215  0.746
7 C 1.782 -0.330 0.382  0.474
8 C -0.684 0.227 0.390  -0.443
9 H -0.472 -0.491 1.190  0.209
10 H 0.510 1.166 -0.990  0.235
11 H 1.590 -1.402 0.666  0.132
12 H 0.267 -0.504 -1.447  0.249
13 H -0.651 1.185 0.905  0.218

***

The following is a DFT calculation (wB97M-V/def2-TZVPD) of a structure of composition C4H5O6Rh in a non-equilibrium geometry.

Properties
Spin multiplicity ... 5
Expectation value of S² ... 6.01
HOMO energy (alpha / beta) ... -18.8531 / -18.1252 eV
Electronic energy ... -19496.03631 eV
Charge ... +2

Last column: Löwdin spin population.
Geometry (Å):
1 Rh -1.286 -0.644 3.236  2.536
2 O 1.027 -0.649 -2.348  0.609
3 O 2.811 0.581 -4.008  0.117
4 O 0.584 -0.296 2.004  0.183
5 O -1.495 -0.548 1.397  0.243
6 O 0.127 -0.743 -0.134  0.007
7 O 1.562 -0.974 -5.092  0.062
8 C -0.830 -1.372 -1.029  0.009
9 C -0.161 -1.421 -2.386  0.105
10 C -0.277 -0.366 1.110  0.033
11 C 2.030 -0.276 -4.255  -0.007
12 H 1.080 -0.387 -1.226  -0.004
13 H -1.731 -0.746 -1.056  0.006
14 H -1.049 -2.375 -0.648  0.004
15 H 0.073 -2.464 -2.648  0.049
16 H -0.846 -0.982 -3.122  0.047

***

The following is a DFT calculation (wB97M-V/def2-TZVPD) of a structure of composition C4H5O6Ru in a non-equilibrium geometry.

Properties
Spin multiplicity ... 7
Expectation value of S² ... 12.01
Relative energy (zero: lowest compared OMol25 entry of this formula, charge and spin) ... 0.0000 eV
HOMO energy (alpha / beta) ... -12.8517 / -13.7760 eV
Electronic energy ... -19080.25624 eV
Charge ... +1

Last column: Löwdin spin population.
Geometry (Å):
1 Ru -4.000 -0.179 1.348  5.061
2 O -2.355 0.377 0.287  0.383
3 O -2.423 -1.470 1.468  0.398
4 O -0.660 -1.125 0.191  0.062
5 O 0.872 0.801 0.057  0.002
6 O 2.111 2.101 1.233  0.000
7 O 2.720 -0.056 1.046  0.000
8 C 0.568 -0.437 -0.554  0.004
9 C -1.831 -0.701 0.666  0.078
10 C 1.968 0.855 0.808  0.000
11 C -0.404 -0.345 -1.682  0.007
12 H 2.969 2.200 1.665  0.000
13 H -0.969 0.590 -1.716  0.002
14 H -0.621 -1.312 -2.150  0.000
15 H 0.740 -0.069 -2.142  0.002
16 H 1.315 -1.231 -0.526  0.000